ORCA calculation (ωB97M-V with the def2-TZVPD basis set) on 2 unconnected molecules or ions with the total composition C9H14O.

```
! RIJCOSX wB97M-V def2-TZVPD def2/J DEFGRID3
* xyz 1 2
C 1.960 -3.006 -0.220
C 0.706 -3.698 -0.733
H 1.922 -1.910 -0.196
H 2.191 -3.280 0.808
H 2.795 -3.220 -0.876
H 0.016 -4.096 0.007
H 0.973 -4.626 -1.237
H 0.145 -3.104 -1.464
C 0.489 3.777 0.600
C -1.585 0.168 -0.054
C -0.211 0.094 0.319
C -2.239 1.407 -0.320
C 0.482 1.261 0.395
C -1.533 2.561 -0.165
C -0.210 2.499 0.357
O -2.321 -0.923 -0.102
H 0.196 -0.873 0.601
H -2.038 -1.576 0.557
H -3.301 1.334 -0.522
H 1.563 1.267 0.348
H -2.127 3.467 -0.144
H 1.099 4.113 -0.251
H 1.214 3.778 1.416
H -0.185 4.585 0.875
*
```

Its gap between HOMO and LUMO (spin up / spin down) is 10.14 / 7.05 eV. For the HOMO energy (spin up / spin down), the calculation gives -14.074 / -14.559 eV. The calculation puts the total energy at -426.252691 Eh. As for the LUMO energy (spin up / spin down): -3.94 / -7.51 eV. The value obtained for the relative energy (zero: lowest compared OMol25 entry of this formula, charge and spin) is 14.8 kcal/mol.

=====

ORCA calculation (ωB97M-V with the def2-TZVPD basis set) on C7H9N in the gas phase.

```
! RIJCOSX wB97M-V def2-TZVPD def2/J DEFGRID3
* xyz 0 1
H -3.113 -0.956 0.245
N -2.122 -0.986 0.506
C -1.393 -0.092 -0.037
C -2.074 1.040 -0.769
C 0.272 -0.369 0.256
C 0.818 -0.862 1.527
C 0.650 0.099 -0.875
C 2.385 0.275 -0.905
C 3.558 0.156 -0.616
H -3.102 1.188 -0.428
H -1.576 1.997 -0.595
H -2.025 0.837 -1.843
H 0.058 -0.861 2.313
H 1.603 -0.193 1.890
H 1.226 -1.868 1.393
H 0.281 0.440 -1.827
H 4.553 0.154 -0.235
*
```

Its gap between HOMO and LUMO is 10.19 eV. For the HOMO energy, the calculation gives -9.312 eV. The calculation puts the total energy at -326.693097 Eh. The structure (SMILES) is [H]/N=C(C)/C(C)=C/C#C. As for the LUMO energy: 0.88 eV. The value obtained for the relative energy (zero: lowest compared OMol25 entry of this formula, charge and spin) is 124.2 kcal/mol.

=====

ORCA calculation (ωB97M-V with the def2-TZVPD basis set) on 10 unconnected molecules or ions with the total composition C21H65BO13S10Si.

```
! RIJCOSX wB97M-V def2-TZVPD def2/J DEFGRID3
* xyz 0 1
C -2.503 -0.753 -1.480
C -2.753 0.421 -2.476
O -2.306 -0.006 -3.793
B -3.484 -0.003 -4.572
O -3.877 1.069 -5.390
Si -4.642 -1.626 -4.426
S -6.382 -1.004 -3.218
C -6.077 -1.171 -1.413
O -7.518 -1.874 -3.629
O -6.585 0.457 -3.458
H -3.180 -1.611 -1.648
H -1.477 -1.115 -1.684
H -2.615 -0.433 -0.420
H -2.153 1.277 -2.117
H -3.818 0.749 -2.494
H -4.148 0.726 -6.242
H -3.865 -2.683 -3.750
H -5.043 -2.157 -5.732
H -5.423 -0.351 -1.073
H -7.061 -1.007 -0.936
H -5.692 -2.168 -1.146
C -0.793 0.118 3.689
S -2.242 0.856 2.911
O -2.897 -0.208 2.085
C -1.320 1.921 1.788
H -1.128 -0.619 4.414
H -0.174 -0.369 2.934
H -0.222 0.893 4.200
H -0.669 1.315 1.156
H -0.733 2.632 2.368
H -2.030 2.462 1.165
C -3.481 5.924 4.598
S -3.402 4.153 4.928
O -2.168 3.636 4.269
C -4.795 3.706 3.874
H -2.664 6.407 5.132
H -3.377 6.106 3.528
H -4.433 6.317 4.958
H -4.605 4.033 2.851
H -5.703 4.173 4.257
H -4.906 2.624 3.896
C 0.395 4.809 -3.290
S 0.016 3.058 -3.095
O -0.916 2.933 -1.931
C 1.654 2.582 -2.525
H -0.512 5.321 -3.608
H 0.734 5.222 -2.339
H 1.167 4.927 -4.051
H 1.911 3.142 -1.624
H 2.383 2.781 -3.313
H 1.644 1.517 -2.300
C 6.463 4.057 -5.320
S 5.303 2.681 -5.354
O 3.954 3.228 -5.005
C 5.950 1.862 -3.887
H 6.223 4.732 -6.139
H 6.379 4.591 -4.373
H 7.478 3.677 -5.449
H 5.898 2.539 -3.033
H 6.983 1.560 -4.069
H 5.342 0.980 -3.691
C -3.194 -4.231 6.770
S -1.625 -3.908 5.947
O -0.916 -2.857 6.735
C -2.340 -3.102 4.504
H -2.988 -4.704 7.727
H -3.724 -3.291 6.930
H -3.793 -4.904 6.156
H -2.928 -2.238 4.815
H -2.969 -3.811 3.965
H -1.530 -2.775 3.856
C 5.835 9.417 -7.131
S 5.946 8.146 -5.857
O 7.214 7.393 -6.087
C 4.595 7.135 -6.494
H 6.622 10.148 -6.954
H 5.969 8.967 -8.115
H 4.863 9.907 -7.070
H 4.810 6.835 -7.521
H 3.667 7.705 -6.454
H 4.503 6.249 -5.867
C 10.906 3.680 -6.235
S 10.536 1.926 -6.043
O 9.603 1.792 -4.884
C 12.179 1.453 -5.471
H 9.998 4.189 -6.554
H 11.240 4.093 -5.283
H 11.678 3.806 -6.994
H 12.431 2.012 -4.569
H 12.907 1.655 -6.257
H 12.170 0.387 -5.249
C -0.705 -8.806 8.566
S -1.092 -7.384 7.528
O -2.578 -7.228 7.534
C -0.647 -8.167 5.968
H -0.949 -8.553 9.596
H -1.297 -9.666 8.250
H 0.359 -9.030 8.489
H -1.243 -9.069 5.824
H 0.416 -8.412 5.977
H -0.850 -7.462 5.163
C -5.470 -8.406 6.494
S -5.357 -10.172 6.828
O -4.110 -10.668 6.173
C -6.741 -10.650 5.776
H -4.662 -7.906 7.027
H -5.369 -8.223 5.423
H -6.430 -8.027 6.851
H -6.557 -10.324 4.752
H -7.658 -10.200 6.157
H -6.831 -11.735 5.801
*
```

Its gap between HOMO and LUMO is 8.93 eV. For the HOMO energy, the calculation gives -8.410 eV. The calculation puts the total energy at -6113.192015 Eh. As for the LUMO energy: 0.52 eV.

=====

ORCA calculation (ωB97M-V with the def2-TZVPD basis set) on a molecular structure, C18H16BrClINO10PtSe.

```
! RIJCOSX wB97M-V def2-TZVPD def2/J DEFGRID3
* xyz -2 3
Pt -0.847 0.319 -1.984
N -2.265 -3.167 -3.849
C -2.767 -1.890 -3.976
O -3.763 -1.493 -3.414
C -1.997 -1.097 -5.024
I -2.074 0.988 -4.737
H -2.627 -3.614 -3.017
H -1.235 -3.238 -3.949
H -2.424 -1.343 -5.995
H -0.934 -1.327 -5.006
C -0.272 2.925 2.670
C -0.114 1.425 2.557
C 0.580 -0.288 4.137
C 0.036 -1.403 3.665
Cl 0.733 -2.910 4.250
C -1.100 -1.578 2.758
C -1.674 -0.666 1.982
C -1.249 0.745 1.723
O -2.312 1.575 1.494
C -2.942 1.483 0.191
C -2.398 2.587 -0.724
O -2.815 3.725 -0.491
O -1.560 2.278 -1.629
H 0.677 3.345 3.004
H -1.054 3.165 3.391
H -0.546 3.358 1.710
H 1.390 -0.338 4.854
H -1.485 -2.589 2.717
H -2.492 -0.985 1.347
H -3.996 1.680 0.373
H -2.808 0.490 -0.247
Br 5.694 1.235 3.183
C 4.386 0.791 1.859
C 4.801 0.159 0.692
C 3.838 -0.170 -0.263
C 2.507 0.138 -0.067
C 2.102 0.756 1.133
C 3.068 1.088 2.111
C 0.747 0.980 1.413
O 0.197 0.983 3.880
O -0.296 0.705 0.590
H 5.843 -0.086 0.545
H 4.111 -0.709 -1.161
H 1.773 -0.140 -0.813
H 2.775 1.558 3.041
O 2.476 -2.296 -2.368
Se 1.016 -1.920 -3.006
O -0.155 -1.705 -1.783
O 1.002 -0.441 -3.744
O 0.447 -3.087 -4.023
*
```

Its gap between HOMO and LUMO (spin up / spin down) is 5.60 / 5.68 eV. For the HOMO energy (spin up / spin down), the calculation gives -1.849 / -1.926 eV. The calculation puts the total energy at -7355.225690 Eh. As for the LUMO energy (spin up / spin down): 3.75 / 3.75 eV. The value obtained for the relative energy (zero: lowest compared OMol25 entry of this formula, charge and spin) is 98.3 kcal/mol.

=====

ORCA calculation (ωB97M-V with the def2-TZVPD basis set) on C4H9NO in the gas phase.

```
! RIJCOSX wB97M-V def2-TZVPD def2/J DEFGRID3
* xyz 0 1
C -2.174 0.430 0.286
C -1.215 -0.361 -0.596
N 0.155 0.106 -0.504
C 1.092 -0.558 0.234
C 2.457 0.101 0.258
O 0.866 -1.617 0.798
H -3.192 0.039 0.185
H -2.187 1.491 0.012
H -1.879 0.346 1.337
H -1.189 -1.406 -0.279
H -1.540 -0.337 -1.644
H 0.393 1.014 -0.872
H 3.067 -0.297 -0.561
H 2.947 -0.140 1.203
H 2.398 1.189 0.142
*
```

Its gap between HOMO and LUMO is 10.55 eV. For the HOMO energy, the calculation gives -9.631 eV. The calculation puts the total energy at -287.825258 Eh. The structure (SMILES) is CCNC(C)=O. As for the LUMO energy: 0.91 eV. The value obtained for the relative energy (zero: lowest compared OMol25 entry of this formula, charge and spin) is 4.5 kcal/mol.

=====

ORCA calculation (ωB97M-V with the def2-TZVPD basis set) on a molecular structure, C38H48ClN5O4Pb.

```
! RIJCOSX wB97M-V def2-TZVPD def2/J DEFGRID3
* xyz 0 1
Pb -0.489 0.450 -0.786
C -6.139 -0.841 2.791
O -5.339 -1.658 1.953
C -5.009 -2.891 2.408
C -5.577 -3.487 3.529
C -5.196 -4.769 3.905
C -4.245 -5.465 3.178
C -3.659 -4.859 2.076
C -4.025 -3.580 1.683
N -3.413 -3.001 0.541
C -2.392 -2.077 0.589
N -2.313 -1.396 1.752
C -1.328 -0.530 2.274
C -0.455 0.256 1.528
C 0.446 1.037 2.265
C 0.453 1.086 3.651
C -0.463 0.328 4.370
C -1.337 -0.480 3.678
O -2.287 -1.234 4.358
C -1.820 -2.537 4.703
N -1.573 -1.893 -0.402
C -1.768 -2.703 -1.545
C -2.429 -2.189 -2.659
C -2.635 -2.953 -3.795
C -2.172 -4.262 -3.837
C -1.517 -4.793 -2.738
C -1.314 -4.029 -1.595
O -0.746 -4.652 -0.513
C 0.401 -4.021 0.064
H -6.178 0.132 2.309
H -5.691 -0.738 3.782
H -7.153 -1.239 2.883
H -6.328 -2.964 4.103
H -5.655 -5.222 4.774
H -3.951 -6.463 3.470
H -2.893 -5.368 1.502
H -3.390 -3.584 -0.280
H -2.989 -1.655 2.452
H 1.177 1.626 1.721
H 1.164 1.715 4.173
H -0.507 0.351 5.452
H -2.660 -3.069 5.145
H -0.999 -2.474 5.421
H -1.477 -3.076 3.814
H -2.784 -1.166 -2.608
H -3.154 -2.529 -4.645
H -2.322 -4.870 -4.719
H -1.153 -5.813 -2.737
H 1.071 -4.819 0.382
H 0.130 -3.402 0.920
H 0.902 -3.396 -0.673
C -4.431 5.447 0.696
C -2.980 5.812 0.405
N -2.029 4.763 0.738
C -1.770 4.529 2.154
C -2.434 3.269 2.707
C -1.460 3.944 -0.200
C -1.923 4.078 -1.626
N -0.567 3.056 0.053
H -5.092 6.266 0.409
H -4.582 5.252 1.758
H -4.725 4.554 0.143
H -2.707 6.706 0.973
H -2.867 6.072 -0.644
H -2.131 5.408 2.690
H -0.690 4.491 2.329
H -3.518 3.332 2.609
H -2.188 3.146 3.762
H -2.091 2.376 2.184
H -3.010 4.044 -1.701
H -1.497 3.256 -2.194
H -1.580 5.016 -2.066
H -0.302 3.036 1.032
Cl 6.231 -1.607 -2.364
C 4.488 -1.489 -2.399
C 3.885 -0.305 -2.367
C 2.378 -0.201 -2.292
C 1.734 -1.439 -2.885
C 0.581 -1.404 -3.554
C 2.443 -2.715 -2.736
C 3.757 -2.748 -2.500
H 4.481 0.595 -2.330
H 2.050 0.668 -2.869
H 0.125 -2.315 -3.921
H 0.067 -0.473 -3.757
H 1.884 -3.631 -2.894
H 4.305 -3.677 -2.434
C 3.472 1.874 -0.258
O 2.143 1.430 -0.448
C 1.873 0.062 -0.834
C 2.437 -0.914 0.182
H 3.902 2.249 -1.193
H 4.125 1.096 0.143
H 3.441 2.700 0.455
H 3.528 -0.866 0.269
H 2.196 -1.936 -0.103
H 2.008 -0.725 1.165
*
```

Its gap between HOMO and LUMO is 7.06 eV. For the HOMO energy, the calculation gives -6.521 eV. The calculation puts the total energy at -2704.479595 Eh. As for the LUMO energy: 0.54 eV. The value obtained for the relative energy (zero: lowest compared OMol25 entry of this formula, charge and spin) is 0.0 kcal/mol.

=====

ORCA calculation (ωB97M-V with the def2-TZVPD basis set) on 2 unconnected molecules or ions with the total composition C4H8O3.

```
! RIJCOSX wB97M-V def2-TZVPD def2/J DEFGRID3
* xyz 0 1
O -0.595 1.056 -0.344
C -1.817 0.265 -0.049
C -1.001 -0.956 0.241
C 0.277 -0.133 -0.043
O 0.894 -0.845 -0.999
C 1.137 0.322 1.198
O 2.514 0.247 0.951
H 1.292 1.590 -1.103
H -2.479 0.179 -0.912
H -2.377 0.615 0.825
H -1.108 -1.740 -0.501
H -1.004 -1.366 1.242
H 0.964 1.359 1.516
H 0.877 -0.308 2.062
H 2.578 -0.594 0.481
*
```

Its gap between HOMO and LUMO (spin up / spin down) is 9.79 / 7.70 eV. For the HOMO energy (spin up / spin down), the calculation gives -10.115 / -9.839 eV. The calculation puts the total energy at -382.691724 Eh. As for the LUMO energy (spin up / spin down): -0.32 / -2.13 eV. The value obtained for the relative energy (zero: lowest compared OMol25 entry of this formula, charge and spin) is 171.4 kcal/mol.

=====

ORCA calculation (ωB97M-V with the def2-TZVPD basis set) on a molecular structure, C53H53IIrN3O2P.

```
! RIJCOSX wB97M-V def2-TZVPD def2/J DEFGRID3
* xyz 2 2
Ir -0.117 0.924 -0.060
C -3.413 -0.179 2.230
C -2.963 -0.115 3.677
C -3.859 0.834 4.489
C -1.478 0.169 3.931
C -1.063 -0.301 5.179
C 0.208 -0.108 5.663
C 1.144 0.548 4.880
C 0.809 1.029 3.629
C 1.830 1.889 2.887
C 3.282 1.512 3.179
C 1.617 3.371 3.238
C -0.518 0.852 3.130
N -0.753 1.530 1.877
C -1.255 2.799 1.895
O -1.962 3.287 2.743
C -0.671 3.661 0.832
C -0.842 5.027 0.775
C -0.154 5.734 -0.200
C 0.679 5.057 -1.082
C 0.776 3.689 -0.963
N 0.118 3.026 -0.015
C 1.585 2.851 -1.880
O 2.363 3.334 -2.673
N 1.275 1.512 -1.772
C 1.844 0.631 -2.648
C 1.034 0.074 -3.745
C 1.588 -0.896 -4.528
C 2.917 -1.290 -4.327
C 3.742 -0.669 -3.357
C 3.264 0.305 -2.538
C 4.187 1.037 -1.583
C 5.662 0.895 -1.962
C 3.994 0.594 -0.130
C -0.261 0.724 -4.158
C -1.282 -0.243 -4.760
C 0.078 1.851 -5.159
H -4.377 -0.697 2.169
H -2.689 -0.729 1.628
H -3.544 0.820 1.811
H -3.117 -1.111 4.101
H -3.678 1.866 4.216
H -3.667 0.723 5.558
H -4.917 0.604 4.305
H -1.789 -0.830 5.795
H 0.477 -0.470 6.650
H 2.149 0.697 5.267
H 1.664 1.765 1.813
H 3.537 1.699 4.225
H 3.952 2.129 2.576
H 3.487 0.460 2.958
H 1.936 3.546 4.270
H 0.572 3.677 3.173
H 2.215 4.017 2.584
H -1.499 5.504 1.489
H -0.268 6.810 -0.277
H 1.249 5.557 -1.855
H 1.022 -1.323 -5.349
H 3.349 -2.046 -4.978
H 4.780 -0.970 -3.280
H 3.934 2.090 -1.655
H 6.038 -0.115 -1.764
H 6.255 1.586 -1.362
H 5.833 1.136 -3.014
H 4.250 -0.468 -0.016
H 2.969 0.758 0.209
H 4.654 1.168 0.523
H -0.682 1.196 -3.284
H -0.973 -0.585 -5.752
H -2.244 0.260 -4.880
H -1.431 -1.124 -4.129
H 0.527 1.431 -6.065
H 0.783 2.572 -4.740
H -0.835 2.382 -5.441
I -2.519 1.316 -1.159
C -3.872 -0.232 -0.749
C -5.143 0.247 -0.834
C -6.233 -0.630 -0.688
C -5.983 -1.950 -0.479
C -4.655 -2.448 -0.391
C -4.469 -3.835 -0.203
C -3.221 -4.371 -0.139
C -2.111 -3.516 -0.222
C -2.228 -2.151 -0.373
P -0.560 -1.384 -0.342
C 0.217 -2.039 1.156
C -0.470 -2.699 2.168
C 0.223 -3.171 3.272
C 1.598 -2.999 3.372
C 2.282 -2.308 2.386
C 1.590 -1.802 1.298
C 0.216 -2.262 -1.742
C 1.540 -2.694 -1.717
C 2.041 -3.458 -2.765
C 1.236 -3.774 -3.852
C -0.075 -3.310 -3.901
C -0.580 -2.556 -2.854
C -3.527 -1.579 -0.505
H -5.328 1.303 -1.018
H -7.245 -0.247 -0.753
H -6.801 -2.655 -0.379
H -5.350 -4.466 -0.120
H -3.072 -5.436 -0.013
H -1.126 -3.958 -0.149
H -1.536 -2.871 2.100
H -0.316 -3.684 4.059
H 2.131 -3.391 4.228
H 3.355 -2.168 2.463
H 2.126 -1.252 0.537
H 2.177 -2.491 -0.866
H 3.061 -3.825 -2.720
H 1.626 -4.391 -4.655
H -0.710 -3.553 -4.746
H -1.616 -2.241 -2.884
*
```

Its gap between HOMO and LUMO (spin up / spin down) is 5.27 / 4.74 eV. For the HOMO energy (spin up / spin down), the calculation gives -12.970 / -12.969 eV. The calculation puts the total energy at -3109.030707 Eh. As for the LUMO energy (spin up / spin down): -7.70 / -8.23 eV.

=====

- Among the records above, which one has the highest total energy?
  C4H9NO

=====

- Which value of total energy does entry 2 give?
  -326.693097 Eh

=====

- Among the records above, which one has the lowest total energy?
  C18H16BrClINO10PtSe